1.
C36H48N7O2SSc | ωB97M-V/def2-TZVPD

Each line ends with the Mulliken charge.
Cartesian coordinates (Å):
Sc 0.89252 0.04601 -0.43652  -0.541
O 1.43894 -1.60949 -1.32512  0.332
C 2.40504 -2.21155 -1.97037  0.283
C 2.33607 -3.59639 -2.20141  -0.872
C 3.35181 -4.25581 -2.85865  -0.703
C 4.47592 -3.56239 -3.30679  -0.951
C 4.55159 -2.20177 -3.09777  -0.987
C 3.52742 -1.50617 -2.44789  0.845
C 3.57971 -0.06019 -2.29051  -0.302
N 2.77695 0.70406 -1.55809  1.018
C 3.18036 2.01092 -1.75340  -0.732
C 4.23273 2.03725 -2.60241  -0.968
N 4.47651 0.72263 -2.93369  -0.050
H 1.46333 -4.12181 -1.83499  0.531
H 3.27880 -5.32412 -3.01992  0.438
H 5.28149 -4.08301 -3.80578  0.411
H 5.43951 -1.67629 -3.43229  0.378
H 2.67446 2.82405 -1.26546  0.444
H 4.81435 2.84846 -3.00056  0.432
H 5.16711 0.39591 -3.58446  0.173
C 0.14130 -0.66247 -4.07821  -1.292
C -0.94008 -1.49621 -3.38533  1.525
C -1.35801 -2.67335 -4.26689  -1.870
C -2.10651 -0.61203 -2.99165  0.973
C -3.02241 -0.20894 -3.95337  -0.500
C -4.08386 0.61907 -3.63061  -1.703
C -4.23089 1.05911 -2.33000  -0.699
C -3.33312 0.69046 -1.33090  0.022
C -3.55594 1.23024 0.07179  2.388
C -3.76999 2.74604 0.07383  -1.658
C -4.75086 0.54373 0.74173  -1.749
C -2.27193 -0.16098 -1.67193  -0.776
N -1.31936 -0.56417 -0.68124  2.151
C -1.74642 -1.27551 0.30736  -0.635
C -0.89422 -1.65243 1.37260  -0.209
C -1.16033 -2.50164 2.44099  -1.757
C 0.04983 -2.65946 3.11396  -0.813
C 1.01070 -1.90613 2.41910  -0.738
N 0.43414 -1.25971 1.37463  1.962
C 2.49277 -1.86770 2.73593  2.833
C 3.31760 -1.57169 1.48164  -1.450
C 2.92462 -3.24118 3.26660  -1.934
C 2.78141 -0.81789 3.81933  -1.670
H 1.02687 -1.27016 -4.27693  0.387
H 0.43523 0.19900 -3.47348  0.150
H -0.23129 -0.27562 -5.03098  0.442
H -0.51039 -1.91086 -2.47589  -0.257
H -1.71925 -2.34668 -5.24403  0.317
H -2.14722 -3.26138 -3.79536  0.413
H -0.50040 -3.32731 -4.43876  0.459
H -2.90478 -0.55094 -4.97405  0.348
H -4.79197 0.92226 -4.39125  0.345
H -5.06119 1.70901 -2.08323  0.334
H -2.65951 1.02675 0.66442  -0.882
H -4.69352 3.01830 -0.43960  0.500
H -2.94574 3.27040 -0.41029  0.293
H -3.86086 3.10834 1.10131  0.399
H -5.65970 0.71412 0.16032  0.438
H -4.91743 0.94211 1.74479  0.437
H -4.61365 -0.53499 0.82410  0.272
H -2.78217 -1.61547 0.33773  0.510
H -2.10955 -2.96388 2.66744  0.592
H 0.22835 -3.27953 3.97724  0.480
H 3.11427 -2.30386 0.69869  0.066
H 4.38201 -1.61485 1.72428  0.628
H 3.12314 -0.57125 1.09271  0.014
H 2.69503 -4.02821 2.54630  0.386
H 2.43122 -3.48378 4.20846  0.382
H 4.00163 -3.24188 3.44730  0.465
H 2.52996 0.18440 3.47219  0.192
H 3.84302 -0.82615 4.07970  0.503
H 2.20720 -1.03549 4.72315  0.344
O -0.61460 4.10510 -0.97520  -0.753
C -0.28546 2.96478 -1.10099  0.692
N 0.05481 1.83351 -1.21610  -0.427
C -1.37491 5.13494 3.34953  -1.517
C -1.25941 4.09390 2.24815  0.490
N 0.09440 3.55684 2.11217  0.030
C 0.47867 2.27768 2.16274  0.460
S 1.94060 1.85018 1.36413  -0.584
N -0.21885 1.35012 2.82194  0.739
C -1.09651 1.51943 3.97905  -0.718
C -2.49074 0.96177 3.74317  -0.245
H -2.38818 5.53699 3.38003  0.369
H -0.69052 5.96369 3.16483  0.358
H -1.13885 4.71992 4.33005  0.312
H -1.51481 4.53036 1.28188  0.417
H -1.94387 3.26554 2.40266  -0.515
H 0.71744 4.11649 1.54917  0.470
H 0.13901 0.40952 2.68360  -1.153
H -1.12796 2.57128 4.25077  0.314
H -0.62187 0.99564 4.81182  0.438
H -3.00685 1.51873 2.96044  -0.305
H -3.08420 1.01534 4.65645  0.489
H -2.42967 -0.08163 3.43015  0.105

Computed properties:
2S+1   1
Energy relative to the best compared isomer or geometry (same formula, charge and spin)   2.02 kJ/mol
HOMO   -7.53 eV


2.
C6H10GdO5 | ωB97M-V/def2-TZVPD

Each line ends with the Mulliken charge.
Cartesian coordinates (Å):
O -3.78373 1.71065 -0.18427  -0.369
C -2.87503 0.92496 -0.25714  0.582
C -3.08589 -0.57458 -0.13289  -0.294
O -1.90837 -1.32874 -0.16269  -0.277
C -1.22434 -1.39960 1.06467  -0.427
C 0.01552 -2.24727 0.93474  -0.664
O 0.94288 -1.73114 -0.03894  -0.161
C 0.94555 -2.42347 -1.29857  -0.619
H -3.67933 -0.77148 0.77731  0.347
H -3.69734 -0.88649 -0.99392  0.365
H -1.86532 -1.84904 1.84346  0.423
H -0.93985 -0.39302 1.42560  0.359
H 0.54544 -2.26586 1.89521  0.395
H -0.24172 -3.27391 0.64673  0.394
H 1.66163 -1.91483 -1.95350  0.328
H 1.27649 -3.45632 -1.13660  0.308
H -0.05903 -2.38942 -1.73440  0.263
O 0.99557 1.94877 0.99728  -0.444
C 0.58477 2.14493 -0.16754  0.756
O 1.26972 1.77455 -1.14446  -0.491
Gd 2.23828 0.16939 0.20873  1.533
H -1.70147 1.35327 -0.28106  -0.305

Computed properties:
2S+1   9
HOMO (alpha / beta)   -16.30 / -16.22 eV
Total charge   +2


3.
C62H55FGeNO9PY | ωB97M-V/def2-TZVPD

Each line ends with the Mulliken charge.
Cartesian coordinates (Å):
Y -0.23818 0.12159 -0.33346  0.053
C 3.87413 -1.99000 -1.34831  -2.423
C 2.65597 -1.14778 -1.60378  1.088
O 1.73400 -1.22945 -0.79142  -0.046
C 2.59540 -0.29103 -2.79954  0.555
C 3.70862 -0.17785 -3.64819  -0.850
C 3.65077 0.55021 -4.81596  -1.162
C 2.44424 1.16300 -5.17053  -1.023
C 1.33358 1.06059 -4.35820  -0.689
C 1.40004 0.35812 -3.15088  0.269
O 0.32217 0.28703 -2.38858  2.308
H 3.70208 -2.59628 -0.46331  0.228
H 4.74829 -1.35348 -1.18160  0.478
H 4.08228 -2.63357 -2.20568  0.545
H 4.63562 -0.67269 -3.37979  0.479
H 4.52123 0.63631 -5.45415  0.420
H 2.37591 1.71569 -6.10164  0.495
H 0.38385 1.50598 -4.63393  0.580
O -1.91573 0.35217 -3.83026  -0.624
C -2.30480 0.93040 -2.78472  0.904
O -2.20595 0.31689 -1.67198  -0.513
C -2.90577 2.28434 -2.77670  -0.769
C -3.80152 2.61534 -3.78905  -0.201
C -4.46044 3.83031 -3.75130  -0.772
C -4.19680 4.72448 -2.71850  -0.912
C -3.26985 4.40781 -1.73669  -0.255
C -2.61984 3.17560 -1.73650  -0.392
P -1.27659 2.82463 -0.50201  3.472
C -2.08714 3.30111 1.06410  0.560
C -1.32247 3.67076 2.16843  -0.796
C -1.92282 3.89490 3.39945  -0.793
C -3.29179 3.72651 3.55381  -0.794
C -4.06269 3.32677 2.46936  -0.834
C -3.46530 3.11970 1.22964  -1.036
C -0.17990 4.19328 -0.99877  0.779
C 0.45725 3.99918 -2.22570  -0.613
C 1.25853 4.99113 -2.76671  -0.379
C 1.45459 6.18061 -2.06888  -0.721
C 0.83439 6.37168 -0.84169  -0.756
C 0.00965 5.38334 -0.30914  -0.696
H -3.98001 1.90650 -4.59040  0.591
H -5.17480 4.08528 -4.52622  0.426
H -4.71040 5.67835 -2.68458  0.447
H -3.04302 5.13169 -0.96178  0.536
H -0.24534 3.73571 2.08821  0.345
H -1.30754 4.17160 4.24708  0.435
H -3.75726 3.89895 4.51841  0.422
H -5.13055 3.18151 2.58219  0.472
H -4.08168 2.82873 0.38735  0.482
H 0.32147 3.06273 -2.76153  -0.467
H 1.73996 4.83233 -3.72576  0.489
H 2.08800 6.95694 -2.48364  0.401
H 0.98010 7.29837 -0.29821  0.449
H -0.48977 5.55590 0.63738  0.463
C 0.29039 -1.43327 7.26394  -1.714
C 0.84796 -2.56178 6.40815  0.522
C 0.28342 -3.90452 6.82759  -1.014
C 0.89432 -5.02390 6.00314  -1.121
C 0.67941 -4.76172 4.53285  0.873
C 0.63037 -5.79300 3.62651  -0.680
C 0.41907 -5.53609 2.27443  -0.206
F 0.39396 -6.57796 1.43077  -0.362
C 0.23146 -4.27548 1.80105  -0.967
C 0.27053 -3.20496 2.70668  0.945
C 0.07082 -1.85093 2.19972  0.520
O -0.20557 -1.69580 0.97915  -0.653
C 0.23107 -0.80235 3.14033  -0.853
C 0.46514 -1.11772 4.45575  -0.545
N 0.56988 -2.35254 4.94643  0.436
C 0.50407 -3.44240 4.06507  -0.677
C 0.21001 0.67209 2.82067  -0.031
O 0.43807 1.46676 3.72322  -0.820
O -0.03833 0.97931 1.59623  1.012
H 0.36055 -1.73257 8.31174  0.444
H -0.76355 -1.25046 7.02992  0.340
H 0.84040 -0.49725 7.15805  0.492
H 1.93346 -2.59511 6.52349  0.151
H -0.80385 -3.88983 6.69707  0.313
H 0.48885 -4.04700 7.88714  0.385
H 0.46042 -5.98808 6.26915  0.470
H 1.96509 -5.08857 6.21468  0.340
H 0.74977 -6.81921 3.95891  0.521
H 0.05191 -4.08140 0.75214  0.724
H 0.57874 -0.29097 5.14291  0.705
Ge -1.36594 -1.43492 -2.81631  2.753
C -0.01549 -2.26711 -3.85452  0.179
C 0.23419 -1.99924 -5.20031  -0.092
C 1.21330 -2.71081 -5.87901  -0.778
C 1.93619 -3.70177 -5.22345  -0.650
C 1.68721 -3.98018 -3.88416  -0.716
C 0.71373 -3.25996 -3.19628  -0.321
C -3.13557 -2.07781 -3.13551  0.238
C -3.62847 -2.24955 -4.43027  -0.671
C -4.91577 -2.73440 -4.62659  -0.721
C -5.71439 -3.04863 -3.53253  -0.554
C -5.22932 -2.88307 -2.24129  -0.798
C -3.94045 -2.39830 -2.04232  -0.035
H -1.08193 -1.86836 -1.32800  -1.071
H -0.31924 -1.22302 -5.71718  0.426
H 1.41232 -2.49306 -6.92256  0.449
H 2.68985 -4.26392 -5.76167  0.407
H 2.24893 -4.75582 -3.37357  0.502
H 0.53903 -3.46539 -2.14391  0.198
H -3.01096 -2.00362 -5.28913  0.350
H -5.29619 -2.86951 -5.63214  0.418
H -6.71967 -3.42296 -3.68827  0.395
H -5.85428 -3.13266 -1.39150  0.419
H -3.56429 -2.25963 -1.03255  0.105
C 3.34620 3.30146 -0.16237  -1.534
C 2.83401 1.96460 0.28127  0.482
O 1.81581 1.50648 -0.21533  0.920
C 3.58591 1.23525 1.34938  0.136
C 4.79748 1.73785 1.82236  -0.915
C 5.48712 1.07913 2.83016  -0.907
C 4.96508 -0.08482 3.37984  -0.787
C 3.75412 -0.58937 2.91921  -0.977
C 3.07202 0.06812 1.90981  1.559
H 2.67879 3.71871 -0.90316  -0.363
H 4.34660 3.19587 -0.59191  0.526
H 3.42061 3.97862 0.69202  0.499
H 5.21645 2.64520 1.40278  0.476
H 6.42967 1.47636 3.18817  0.426
H 5.50311 -0.59671 4.16934  0.446
H 3.34096 -1.49819 3.34586  0.463
H 2.14216 -0.32900 1.54383  -0.228
C -3.16115 -0.99599 1.95150  -1.158
O -2.52634 -0.11914 1.01954  0.584
H -4.20862 -1.15688 1.69391  0.451
H -3.09429 -0.60441 2.96747  0.308
H -2.64134 -1.94943 1.90419  0.197
H -2.89920 0.76480 1.12255  -0.239

Computed properties:
2S+1   1
Energy relative to the best compared isomer or geometry (same formula, charge and spin)   42.60 kJ/mol
HOMO   -10.37 eV
Total charge   +1


4.
C33H52LiNOPSSi | ωB97M-V/def2-TZVPD

Each line ends with the Mulliken charge.
Cartesian coordinates (Å):
Li 0.52146 -0.88110 -0.07861  0.636
C -3.65597 -4.04167 -0.37622  -1.116
Si -2.49336 -2.55563 -0.08231  0.393
C -2.87814 -1.40115 -1.53263  -0.611
C -3.21182 -1.77724 1.50359  -0.643
C -0.72713 -2.82122 0.07666  -1.031
H -4.70937 -3.74928 -0.40512  0.254
H -3.53297 -4.78989 0.40968  0.274
H -3.41338 -4.52548 -1.32476  0.264
H -3.94632 -1.19800 -1.64528  0.338
H -2.53101 -1.86672 -2.45781  0.417
H -2.35078 -0.44989 -1.43314  -0.196
H -4.30316 -1.78160 1.51131  0.446
H -2.88412 -0.74704 1.62666  -0.208
H -2.87522 -2.34103 2.37802  0.323
H -0.27121 -3.23311 -0.82956  0.371
H -0.44358 -3.45397 0.92641  0.092
N 0.10543 -0.28950 1.83773  0.492
S 0.89866 0.28557 3.04478  0.240
C 1.27268 -1.07197 4.17047  0.230
C 1.73100 -0.84929 5.46241  -0.524
C 2.04944 -1.93265 6.26345  -0.638
C 1.90706 -3.22627 5.77378  -0.376
C 1.44734 -3.43552 4.48354  -0.609
C 1.12779 -2.35565 3.66832  -0.502
C -0.17893 1.20745 4.14988  0.205
C 0.17682 2.50708 4.46676  -0.175
C -0.68689 3.28183 5.23284  -0.531
C -1.89447 2.75185 5.65886  -0.468
C -2.24900 1.44830 5.32359  -0.632
C -1.39148 0.67195 4.56509  -0.263
H -0.63478 -0.93820 2.08527  -0.347
H 1.82404 0.15947 5.84418  0.372
H 2.40345 -1.76920 7.27325  0.375
H 2.15380 -4.07096 6.40404  0.372
H 1.33549 -4.44111 4.10052  0.420
H 0.77322 -2.49860 2.65440  0.478
H 1.10042 2.92136 4.08441  0.407
H -0.42295 4.30250 5.47511  0.420
H -2.57358 3.36003 6.24176  0.382
H -3.20110 1.04427 5.64143  0.420
H -1.67082 -0.33354 4.27424  0.349
C 2.75874 1.62831 -2.24177  -1.011
C 2.25753 0.17774 -2.20513  0.589
C 1.20255 -0.03133 -3.30113  -1.090
O 1.76992 -0.16671 -0.98283  -0.959
H 3.16351 1.90154 -3.22136  0.459
H 3.53578 1.77408 -1.48990  0.292
H 1.93860 2.30701 -2.00256  -0.045
H 3.13463 -0.45175 -2.48345  0.091
H 0.33449 0.59576 -3.08083  -0.063
H 0.86788 -1.06902 -3.29753  0.306
H 1.57477 0.21815 -4.29993  0.421
C -2.72932 2.49481 -3.30693  -1.669
C -2.02589 3.56962 -2.46194  1.979
C -2.91552 4.80946 -2.41280  -1.808
C -0.71362 3.91400 -3.17133  -1.792
P -1.56415 2.70706 -0.84998  0.961
C -0.20216 3.69382 -0.11085  0.592
C -0.15024 5.08102 0.03698  -0.349
C 0.91942 5.69380 0.67127  -0.789
C 1.96036 4.92451 1.17588  -0.767
C 1.93430 3.54734 1.01866  -1.148
C 0.86778 2.93660 0.37169  -0.957
C -2.91068 2.98484 0.44246  2.614
C -4.15491 2.20949 0.00118  -1.924
C -3.30276 4.41570 0.81282  -1.907
C -2.34639 2.32412 1.70427  -2.392
H -2.96810 2.90521 -4.29220  0.519
H -3.65606 2.15005 -2.85240  0.306
H -2.09124 1.62219 -3.44102  0.229
H -3.03439 5.20245 -3.42834  0.526
H -2.49697 5.60595 -1.79746  0.222
H -3.91089 4.57683 -2.03648  0.325
H -0.92902 4.18225 -4.20931  0.532
H -0.03111 3.06484 -3.18228  0.284
H -0.19807 4.75118 -2.70180  0.309
H -0.95016 5.69944 -0.35060  0.087
H 0.94260 6.77250 0.76790  0.429
H 2.79908 5.40307 1.66612  0.386
H 2.75906 2.93852 1.36546  0.549
H 0.89592 1.86778 0.18570  1.144
H -4.58851 2.61133 -0.91461  0.359
H -4.91761 2.27683 0.78305  0.535
H -3.93032 1.15648 -0.16294  0.210
H -3.90277 4.90144 0.04601  0.362
H -2.43294 5.03693 1.02166  0.277
H -3.90384 4.38567 1.72705  0.527
H -1.90098 1.35303 1.49654  -0.059
H -3.15014 2.18904 2.43347  0.891
H -1.57700 2.94976 2.16163  0.320

Computed properties:
2S+1   1
Energy relative to the best compared isomer or geometry (same formula, charge and spin)   24.80 kJ/mol
HOMO   -3.22 eV
Total charge   -1


Number 1: E_tot -3093.5869 a.u.. Number 2: E_tot -1375.7304 a.u.. Number 3: E_tot -5684.1507 a.u.. Number 4: E_tot -2455.2453 a.u..